Record 1
Molecular formula: C43H58N8O3S2Si3Sn
Method: DFT, ωB97M-V with the def2-TZVPD basis set

Each line ends with the Mulliken charge.
CARTESIAN COORDINATES (ANGSTROEM)
Sn 0.181 -0.322 0.050  4.055
C -2.363 -0.602 5.800  -1.427
C -2.583 -1.265 4.448  -0.100
N -2.702 -0.299 3.373  0.305
C -1.730 0.107 2.541  -0.459
S -0.183 -0.677 2.575  -0.488
N -2.080 1.115 1.752  -2.055
N -1.147 1.468 0.836  1.877
C -1.258 2.660 0.360  0.438
C -2.382 3.548 0.785  -1.610
C -0.176 3.132 -0.524  0.459
C -0.102 4.429 -1.021  -0.963
C 1.027 4.806 -1.737  -1.055
C 2.037 3.884 -1.940  -1.117
C 1.863 2.605 -1.430  -0.391
N 0.795 2.241 -0.741  1.019
H -2.274 -1.356 6.583  0.432
H -3.193 0.059 6.058  0.371
H -1.446 -0.011 5.788  0.271
H -3.490 -1.872 4.450  0.316
H -1.756 -1.928 4.209  0.100
H -3.569 0.208 3.276  0.309
H -2.483 3.516 1.869  0.313
H -3.320 3.162 0.376  0.162
H -2.255 4.575 0.463  0.608
H -0.893 5.141 -0.848  0.366
H 1.112 5.815 -2.120  0.434
H 2.942 4.136 -2.477  0.578
H 2.607 1.832 -1.564  0.004
O 1.633 -3.071 1.821  -0.631
C 1.152 -3.394 0.749  -0.409
C 1.114 -4.828 0.235  -0.934
C 0.412 -4.724 -1.110  -0.752
C 0.197 -3.232 -1.292  0.132
O -0.202 -2.711 -2.314  -0.575
N 0.562 -2.544 -0.152  0.793
H 0.588 -5.444 0.965  0.482
H 2.139 -5.196 0.175  0.304
H -0.565 -5.212 -1.129  0.088
H 0.983 -5.104 -1.956  0.333
C 2.500 1.413 -5.368  -0.867
C 1.789 0.070 -5.194  -0.627
C 0.727 0.130 -4.143  0.320
N 0.953 -0.004 -2.890  -0.822
N -0.177 0.110 -2.127  0.978
C -1.257 0.395 -2.814  -0.345
N -2.443 0.687 -2.258  0.103
S -0.945 0.453 -4.510  -0.267
H 3.278 1.338 -6.128  0.396
H 2.962 1.723 -4.433  0.076
H 1.799 2.192 -5.673  0.335
H 2.496 -0.706 -4.899  0.148
H 1.341 -0.240 -6.140  0.506
H -2.535 0.301 -1.311  -1.455
H -3.266 0.679 -2.837  0.474
C 1.890 2.401 2.192  -0.868
Si 3.074 1.111 1.499  0.291
C 3.727 0.163 2.982  -1.205
C 4.526 2.089 0.799  -1.020
C 2.372 -0.202 0.313  0.867
Si 3.629 -0.916 -0.909  0.935
C 3.128 -2.361 -1.997  -0.933
C 5.022 -1.599 0.163  -1.471
C 4.469 0.298 -2.096  -0.683
H 2.255 2.701 3.177  0.571
H 0.884 2.012 2.327  -0.038
H 1.841 3.299 1.571  0.171
H 4.123 0.834 3.748  0.454
H 4.519 -0.531 2.696  0.325
H 2.922 -0.428 3.427  0.185
H 4.814 2.843 1.537  0.408
H 4.313 2.613 -0.136  0.181
H 5.393 1.447 0.633  0.282
H 2.325 -1.042 1.023  -0.484
H 3.018 -3.280 -1.418  0.137
H 3.948 -2.526 -2.702  0.696
H 2.211 -2.202 -2.563  -0.001
H 4.605 -2.185 0.986  0.317
H 5.639 -0.808 0.592  0.308
H 5.680 -2.251 -0.417  0.413
H 3.811 0.972 -2.642  -0.269
H 4.986 -0.301 -2.852  0.494
H 5.222 0.901 -1.587  0.372
O -1.792 -1.014 -0.116  -0.289
Si -3.021 -2.070 -0.066  -0.448
C -3.029 -3.198 1.439  1.177
C -1.851 -3.703 1.990  0.926
C -1.872 -4.652 3.004  -0.953
C -3.084 -5.109 3.501  -0.837
C -4.271 -4.607 2.980  -0.800
C -4.239 -3.667 1.960  -0.658
C -4.651 -1.097 -0.109  0.666
C -4.766 0.206 0.385  0.051
C -5.975 0.890 0.358  -1.181
C -7.109 0.281 -0.157  -0.683
C -7.024 -1.017 -0.646  -0.861
C -5.811 -1.690 -0.623  -0.393
C -3.177 -3.252 -1.532  1.162
C -3.410 -2.773 -2.824  -0.220
C -3.525 -3.623 -3.909  -0.773
C -3.416 -4.997 -3.727  -0.724
C -3.206 -5.501 -2.454  -0.435
C -3.089 -4.635 -1.372  -0.760
H -0.897 -3.334 1.635  -0.274
H -0.939 -5.022 3.413  0.505
H -3.106 -5.845 4.295  0.350
H -5.221 -4.955 3.366  0.390
H -5.178 -3.294 1.565  0.289
H -3.895 0.688 0.820  0.080
H -6.032 1.900 0.748  0.448
H -8.054 0.809 -0.175  0.386
H -7.903 -1.502 -1.051  0.420
H -5.763 -2.694 -1.031  0.468
H -3.511 -1.704 -2.989  0.301
H -3.700 -3.220 -4.899  0.432
H -3.498 -5.667 -4.573  0.357
H -3.132 -6.571 -2.300  0.437
H -2.934 -5.052 -0.382  0.474

Record 2
Molecular formula: C43H59AsF9KN4O5P
Method: DFT, ωB97M-V with the def2-TZVPD basis set

Charge ... +1

Each line ends with the Mulliken charge.
CARTESIAN COORDINATES (ANGSTROEM)
K 0.030 -0.177 -0.264  2.482
C -1.474 -2.773 0.301  -0.070
C -0.946 -2.912 -1.138  -0.471
O 0.377 -2.343 -1.233  -0.427
C 0.744 -1.807 -2.519  -0.468
C 2.107 -1.094 -2.402  -1.141
O 2.128 -0.198 -1.283  -0.071
C 2.535 1.168 -1.448  -0.272
C 1.419 2.108 -1.944  -0.616
O 0.188 1.952 -1.222  0.255
C -0.288 2.956 -0.309  -0.928
C -0.510 2.400 1.110  -0.323
O -1.362 1.241 1.061  -0.329
C -1.248 0.358 2.184  -0.545
C -2.018 -0.957 1.893  -1.000
O -1.791 -1.393 0.548  0.094
H -0.706 -3.105 0.997  -0.581
H -2.366 -3.393 0.427  0.508
H -1.629 -2.398 -1.823  0.171
H -0.913 -3.969 -1.413  0.543
H -0.026 -1.098 -2.870  0.067
H 0.840 -2.613 -3.253  0.571
H 2.303 -0.554 -3.333  0.629
H 2.899 -1.831 -2.259  0.328
H 3.384 1.236 -2.135  0.716
H 2.870 1.487 -0.460  -0.893
H 1.200 1.902 -2.995  -0.018
H 1.778 3.140 -1.874  0.539
H -1.236 3.344 -0.693  0.179
H 0.426 3.783 -0.255  0.620
H -0.981 3.185 1.711  0.556
H 0.452 2.134 1.566  -0.372
H -1.657 0.819 3.088  0.552
H -0.182 0.145 2.383  0.026
H -3.091 -0.806 2.036  0.460
H -1.686 -1.718 2.605  0.410
C 2.267 4.649 2.341  -1.150
C 3.484 3.813 1.971  -0.605
As 3.243 1.915 2.393  0.493
C 5.077 1.303 2.097  -0.388
C 6.192 2.110 2.748  -1.464
C 3.199 2.004 4.346  -0.800
C 1.771 2.007 4.878  -0.987
H 2.378 5.683 2.011  0.396
H 2.109 4.675 3.420  0.319
H 1.350 4.263 1.892  0.070
H 4.367 4.177 2.498  0.491
H 3.708 3.881 0.903  0.428
H 5.210 1.250 1.013  0.447
H 5.102 0.269 2.444  0.239
H 6.253 3.123 2.351  0.322
H 7.160 1.639 2.571  0.443
H 6.063 2.182 3.829  0.298
H 3.758 2.882 4.676  0.544
H 3.738 1.127 4.713  0.466
H 1.196 2.860 4.511  0.221
H 1.748 2.045 5.968  0.419
H 1.240 1.101 4.572  0.081
F -7.508 -4.288 -2.668  -0.280
C -7.515 -3.180 -3.425  0.806
F -8.684 -2.551 -3.211  -0.253
F -7.503 -3.566 -4.714  -0.256
C -6.346 -2.279 -3.120  0.313
C -6.159 -1.144 -3.909  -1.244
C -5.107 -0.292 -3.646  -0.387
C -4.218 -0.561 -2.600  -0.073
C -4.424 -1.689 -1.821  -0.091
C -5.489 -2.552 -2.075  -0.823
P -2.834 0.544 -2.118  2.662
C -2.143 1.024 -3.755  -0.055
C -2.043 0.063 -4.763  -0.854
C -1.328 0.309 -5.928  -1.108
C -0.699 1.529 -6.105  0.124
C -0.787 2.499 -5.117  -1.084
C -1.491 2.244 -3.953  -0.408
C 0.136 1.795 -7.330  0.780
F 1.452 1.755 -7.046  -0.261
F -0.092 0.892 -8.296  -0.276
F -0.117 3.015 -7.838  -0.267
C -3.803 2.003 -1.577  0.219
C -4.249 2.022 -0.260  -0.596
C -4.979 3.097 0.228  -0.800
C -5.257 4.169 -0.602  0.239
C -4.845 4.154 -1.928  -1.213
C -4.129 3.072 -2.411  -0.476
C -5.985 5.385 -0.092  0.757
F -5.188 6.468 -0.089  -0.261
F -7.042 5.672 -0.876  -0.258
F -6.437 5.215 1.159  -0.279
H -6.842 -0.933 -4.722  0.414
H -4.975 0.591 -4.260  0.484
H -3.759 -1.889 -0.990  0.206
H -5.645 -3.428 -1.461  0.561
H -2.534 -0.894 -4.652  0.485
H -1.272 -0.448 -6.698  0.499
H -0.305 3.459 -5.257  0.482
H -1.520 3.006 -3.183  0.468
H -4.025 1.194 0.401  0.307
H -5.326 3.102 1.252  0.529
H -5.094 4.978 -2.584  0.446
H -3.849 3.058 -3.457  0.434
C 1.632 -2.014 3.209  -0.236
N 2.685 -2.635 4.007  0.159
C 2.537 -4.091 3.918  -0.810
N 2.603 -4.569 2.533  0.078
C 1.541 -3.910 1.780  -1.057
N 1.654 -2.442 1.800  1.177
C 2.973 -2.089 1.252  0.119
N 4.071 -2.702 2.003  0.284
C 3.971 -2.275 3.403  -0.083
C 3.892 -4.157 1.966  -0.734
H 1.759 -0.928 3.247  -0.457
H 0.661 -2.271 3.642  0.140
H 1.575 -4.379 4.348  0.354
H 3.330 -4.565 4.497  0.356
H 0.581 -4.204 2.213  0.418
H 1.573 -4.244 0.739  0.132
H 3.085 -1.003 1.273  -0.870
H 3.018 -2.424 0.214  0.214
H 4.088 -1.192 3.458  -0.456
H 4.775 -2.740 3.976  0.517
H 4.696 -4.631 2.531  0.373
H 3.950 -4.498 0.930  0.306

| no. | Kohn-Sham gap (eV) | LUMO (eV) |
| --- | --- | --- |
| 1 | 7.55 | -0.28 |
| 2 | 8.99 | -1.89 |